The following is a quantum chemistry calculation of a 2-piece molecular cluster, C3H11N4O overall at a distorted geometry, from the OMol25 dataset.

Structure (ORCA input):
```
! wB97M-V def2-TZVPD RIJCOSX def2/J DEFGRID3
* xyz 2 2
C -0.70746 -1.20993 2.21585
N 0.52838 2.04929 0.94294
C -0.30592 1.07583 1.29596
N 0.12869 -0.14049 1.59823
H -0.57249 -2.09850 1.61956
H -1.68275 -0.77678 2.28975
H -0.28017 -1.39320 3.19545
H 1.45203 1.87167 0.62109
H 0.12151 2.92314 0.62962
H -1.39101 1.19093 1.21305
H 1.11580 -0.22308 1.70069
N -0.24605 -1.52055 -2.07344
C 0.64429 -0.44525 -2.00521
N 0.14234 0.79234 -2.40382
O 1.82209 -0.64081 -1.67038
H 0.09472 -2.37525 -1.62299
H -1.21226 -1.30515 -1.78332
H 0.90251 1.44561 -2.58168
H -0.55426 0.78019 -3.18134
*
```

Output
total energy: -414.4854 a.u.
<S²>: 0.7585
strongest force on any atom: 4.5 eV/Å
HOMO (alpha / beta): -18.809 / -18.802 eV